Molecular formula: C2H2N2O2S
Method: DFT, the ωB97M-V functional and the def2-TZVPD basis

Properties
F_max: 0.0359 Eh/bohr
SMILES: N#CSO.N=C=O
energy above the lowest of the compared OMol25 structures with the same formula, charge and spin: 1.149 eV
energy: -735.545058 Ha

XYZ file:
```
9
Properties=species:S:1:pos:R:3:forces:R:3:nbo_charge:R:1
N -1.997 0.672 1.690 -0.616 -0.198 0.333 -0.31
C -1.322 1.502 1.273 -0.233 0.464 -0.630 -0.02
S -0.025 2.378 0.600 -1.321 0.681 -0.172 0.63
O 1.031 1.445 1.342 1.718 -0.393 0.550 -0.84
H 0.884 0.564 0.974 0.477 -0.426 -0.011 0.51
N -0.011 -1.991 -2.002 -0.433 -0.648 -0.718 -0.75
C 0.330 -1.483 -0.984 0.777 0.669 -0.475 0.89
O 0.647 -0.922 -0.014 -0.203 -0.214 0.655 -0.57
H 0.463 -2.167 -2.878 -0.166 0.066 0.467 0.44
```
Forces are in eV/Å.